75
Properties=species:S:1:pos:R:3:mulliken_charge:R:1 method="wB97M-V/def2-TZVPD" smiles="C[C@@H](F)C[Si@](ON=O)(PP(=O)(O)O)N(C(=O)F)C(=O)F.COCCOCCOC.COCCOCCOC" homo_energy_ha=-0.334 homo_lumo_gap_ev=8.29 multiplicity=1
C 2.61 0.86 -1.80 -1.002
C 1.87 0.69 -3.09 0.545
F 2.08 -0.63 -3.48 -0.390
C 0.38 0.87 -3.02 -0.766
Si -0.28 2.32 -2.04 0.150
O -1.96 2.30 -2.20 -0.137
N -2.34 2.37 -3.59 0.208
O -3.06 3.25 -3.79 -0.263
P 0.37 4.35 -2.71 -0.463
P 2.10 4.20 -4.01 0.847
O 1.84 3.40 -5.19 -0.602
O 3.39 3.71 -3.20 -0.434
O 2.43 5.71 -4.41 -0.497
N 0.05 2.10 -0.31 0.984
C -0.09 3.29 0.44 0.245
O -1.01 4.06 0.41 -0.393
F 0.99 3.53 1.15 -0.242
C -0.62 1.02 0.30 0.195
O -1.58 1.08 1.01 -0.502
F -0.06 -0.12 -0.03 -0.183
H 2.64 1.87 -1.44 0.181
H 3.63 0.56 -1.98 0.485
H 2.24 0.17 -1.06 0.153
H 2.32 1.27 -3.88 0.083
H -0.02 -0.02 -2.53 0.567
H -0.07 0.91 -4.00 0.467
H 0.86 4.99 -1.55 0.094
H 3.36 4.02 -2.30 0.327
H 2.19 6.31 -3.70 0.340
C 3.66 -1.08 5.18 -0.763
O 4.17 -1.67 4.00 -0.273
C 3.23 -1.65 2.94 -0.566
C 3.94 -1.68 1.60 -0.461
O 4.50 -0.44 1.20 -0.300
C 5.68 -0.01 1.88 -0.440
C 6.93 -0.77 1.50 -0.592
O 6.96 -2.03 2.14 -0.276
C 7.72 -2.98 1.42 -0.778
H 2.80 -1.65 5.56 0.320
H 4.45 -1.10 5.93 0.238
H 3.36 -0.04 5.00 0.328
H 2.61 -0.74 2.99 0.317
H 2.59 -2.53 3.02 0.414
H 3.19 -1.90 0.84 0.433
H 4.68 -2.48 1.56 0.175
H 5.53 0.00 2.96 0.178
H 5.82 1.03 1.56 0.381
H 7.81 -0.20 1.82 0.423
H 6.96 -0.89 0.41 0.343
H 7.31 -3.12 0.41 0.339
H 7.65 -3.93 1.95 0.234
H 8.77 -2.69 1.35 0.325
C -3.19 -1.88 0.76 -0.583
O -4.57 -1.73 1.00 -0.336
C -4.93 -0.37 1.23 -0.329
C -6.37 -0.13 0.87 -0.466
O -6.61 -0.01 -0.53 -0.465
C -6.57 -1.20 -1.31 -0.325
C -7.78 -2.10 -1.13 -0.590
O -7.70 -2.83 0.08 -0.263
C -8.97 -3.19 0.59 -0.779
H -2.60 -1.59 1.64 0.289
H -3.00 -2.93 0.54 0.366
H -2.87 -1.28 -0.10 0.138
H -4.29 0.30 0.64 0.152
H -4.78 -0.15 2.29 0.417
H -6.65 0.84 1.28 0.414
H -7.03 -0.87 1.32 0.178
H -5.65 -1.76 -1.14 0.145
H -6.57 -0.86 -2.34 0.397
H -7.82 -2.81 -1.96 0.400
H -8.69 -1.48 -1.15 0.350
H -9.59 -2.30 0.76 0.335
H -8.82 -3.69 1.54 0.232
H -9.49 -3.86 -0.10 0.326

18
Properties=species:S:1:pos:R:3:mulliken_charge:R:1 method="wB97M-V/def2-TZVPD" relative_energy_kcal_mol=135.78 homo_energy_ha=-0.158 homo_lumo_gap_ev=6.16 total_charge=-1 multiplicity=1
C -0.77 -2.73 -1.80 -0.507
O 0.43 -3.07 -2.21 -0.833
C -0.83 -1.29 -1.37 -0.128
C 0.10 -0.82 -0.30 0.046
C -0.20 0.58 0.16 -0.886
O 2.09 2.11 2.49 -0.941
H -1.49 -2.98 -2.59 0.297
H -1.04 -3.41 -1.00 0.176
H -1.67 -0.72 -1.74 0.440
H 0.38 -0.95 -1.51 0.085
H 0.66 -1.51 0.33 0.524
H -0.04 1.43 -0.62 0.333
H -1.26 0.93 0.42 0.302
H 0.51 0.96 0.94 0.141
H 2.68 2.79 2.80 0.204
H -0.60 2.95 2.37 0.218
H 1.06 2.67 2.00 0.413
O -0.02 3.08 1.64 -0.884

17
Properties=species:S:1:pos:R:3:mulliken_charge:R:1 method="wB97M-V/def2-TZVPD" smiles="C=C[C@H](CO)OC" relative_energy_kcal_mol=69.19 homo_energy_ha=-0.352 homo_lumo_gap_ev=10.58 multiplicity=1
C -2.04 0.82 -0.07 -0.714
C -1.34 -0.10 -0.75 -0.580
C 0.14 -0.29 -0.51 0.454
C 0.17 -1.18 0.78 -0.506
O -1.15 -1.56 1.11 -0.563
O 0.72 0.98 -0.35 -0.353
C 2.13 0.98 -0.32 -0.776
H -3.12 0.87 -0.11 0.332
H -1.50 1.57 0.52 0.228
H -1.84 -0.86 -1.34 0.251
H 0.62 -0.81 -1.36 0.414
H 0.62 -0.61 1.60 0.243
H 0.75 -2.10 0.63 0.293
H -1.67 -0.72 1.11 0.418
H 2.52 0.43 0.55 0.296
H 2.55 0.55 -1.24 0.299
H 2.44 2.02 -0.24 0.264

76
Properties=species:S:1:pos:R:3:mulliken_charge:R:1 method="wB97M-V/def2-TZVPD" homo_energy_ha=-0.169 homo_lumo_gap_ev=6.89 total_charge=-1 multiplicity=1
C -2.03 5.77 5.58 -0.854
C -2.17 4.72 4.31 0.584
O -2.17 3.40 4.63 -0.504
O -2.27 5.15 2.87 -0.395
C -1.73 4.04 2.03 -0.078
C -1.62 4.48 0.42 -0.597
C -0.27 3.73 -0.25 0.091
C -0.60 2.93 -1.64 -0.442
C 0.69 2.21 -2.34 -0.530
Ga 1.99 1.26 -1.05 0.034
C 1.78 -0.80 -0.95 -0.558
C 0.29 -1.31 -0.49 -0.392
C 0.04 -1.15 1.15 -0.770
S -1.51 -0.18 1.58 1.240
O -2.17 0.54 0.39 -0.539
O -2.56 -1.23 2.10 -0.786
O -1.07 0.95 2.81 -0.469
C 3.96 1.59 -1.74 -0.490
C 4.08 2.87 -2.76 -0.341
C 4.11 2.37 -4.32 -0.810
I 6.09 3.75 -2.38 -0.161
H -0.95 6.24 5.65 0.238
H -2.88 6.60 5.59 0.269
H -2.20 5.14 6.57 0.272
H -0.68 3.78 2.48 0.325
H -2.48 3.11 2.04 0.105
H -2.62 4.14 -0.09 0.279
H -1.58 5.65 0.33 0.307
H 0.47 4.62 -0.53 0.157
H 0.14 3.03 0.60 -0.207
H -0.99 3.75 -2.41 0.324
H -1.50 2.16 -1.55 0.078
H 1.29 3.05 -2.90 0.157
H 0.26 1.50 -3.19 0.301
H 1.95 1.81 0.46 -0.241
H 2.18 -1.27 -1.95 0.249
H 2.53 -1.17 -0.10 0.011
H 0.25 -2.49 -0.69 0.225
H -0.58 -0.86 -1.14 0.351
H 1.00 -0.63 1.62 0.363
H -0.06 -2.21 1.69 0.373
H -1.71 0.87 3.60 0.345
H 4.33 0.59 -2.27 0.040
H 4.62 1.75 -0.77 0.282
H 3.33 3.75 -2.54 0.356
H 4.57 1.28 -4.42 0.228
H 4.87 3.08 -4.89 0.323
H 3.07 2.42 -4.87 0.230
O 5.43 -1.47 -0.03 -0.541
C 5.41 -2.68 -0.28 0.861
O 4.88 -3.13 -1.43 -0.370
C 4.99 -4.49 -1.90 -0.400
C 3.89 -5.36 -1.32 -0.939
C 5.89 -3.67 0.74 -1.118
H 5.99 -4.90 -1.71 0.353
H 4.88 -4.45 -2.99 0.337
H 3.96 -5.41 -0.23 0.257
H 3.94 -6.37 -1.72 0.376
H 2.91 -4.93 -1.55 0.253
H 5.07 -3.90 1.44 0.236
H 6.72 -3.22 1.30 0.319
H 6.28 -4.59 0.31 0.356
O -4.69 -2.14 -1.68 -0.577
C -5.31 -2.67 -0.76 0.635
O -6.19 -3.66 -1.01 -0.374
C -6.80 -4.49 0.00 -0.373
C -8.05 -3.83 0.55 -0.915
C -5.16 -2.17 0.65 -0.150
H -6.08 -4.75 0.78 0.362
H -7.08 -5.43 -0.49 0.298
H -7.82 -2.88 1.04 0.269
H -8.54 -4.48 1.27 0.341
H -8.75 -3.60 -0.26 0.286
H -5.85 -1.34 0.81 0.213
H -4.13 -1.82 0.79 -0.239
H -5.32 -2.93 1.40 0.272

15
Properties=species:S:1:pos:R:3:mulliken_charge:R:1 method="wB97M-V/def2-TZVPD" smiles=NCNCC[S-] relative_energy_kcal_mol=29.24 homo_energy_ha=-0.091 homo_lumo_gap_ev=6.41 total_charge=-1 multiplicity=1
N 1.57 1.19 0.09 -0.664
C 1.16 0.59 -1.13 -0.663
N 0.31 -0.60 -0.96 -0.405
C -1.04 -0.38 -0.31 -0.597
C -1.09 -0.57 1.28 -0.610
S -2.77 -0.39 1.91 -0.632
H 0.71 1.35 0.55 0.404
H 2.02 0.42 0.60 0.306
H 1.98 0.44 -1.84 0.256
H 0.37 1.19 -1.65 0.433
H 0.83 -1.23 -0.28 0.233
H -1.27 0.67 -0.57 0.321
H -1.81 -1.02 -0.86 0.260
H -0.72 -1.67 1.51 0.165
H -0.26 0.00 1.66 0.194

102
Properties=species:S:1:pos:R:3:mulliken_charge:R:1 method="wB97M-V/def2-TZVPD" relative_energy_kcal_mol=59.83 homo_energy_ha=-0.475 homo_lumo_gap_ev=7.38 total_charge=+2 multiplicity=1
Pb -0.26 -0.41 1.62 0.331
C 0.38 -3.78 2.80 -0.487
C -0.15 -3.36 4.15 -1.260
S -0.49 -1.59 4.39 0.569
C -2.23 -1.46 4.88 -1.146
C -3.37 -1.88 3.90 -0.784
S -3.17 -1.15 2.24 0.126
C -3.26 -2.69 1.30 -0.682
C -2.22 -3.80 1.55 -0.820
S -0.53 -3.39 1.25 0.189
H 1.38 -3.36 2.66 -0.053
H 0.51 -4.89 2.70 0.613
H -1.05 -3.86 4.48 0.522
H 0.55 -3.67 4.89 0.692
H -2.32 -2.09 5.81 0.520
H -2.29 -0.47 5.21 0.472
H -3.47 -2.98 3.84 0.330
H -4.37 -1.51 4.25 0.561
H -4.22 -3.09 1.34 0.682
H -3.10 -2.27 0.31 0.129
H -2.35 -4.25 2.56 0.418
H -2.55 -4.69 0.96 0.535
Br 5.07 -2.42 -3.15 -0.062
C 4.51 -1.96 -1.45 -0.125
C 4.33 -2.88 -0.39 -0.805
C 3.69 -2.47 0.78 -0.685
C 3.20 -1.16 0.92 -0.070
C 3.34 -0.29 -0.19 0.050
C 4.08 -0.66 -1.25 -0.561
N 2.53 -0.88 2.12 0.308
C 2.98 0.08 2.77 -0.725
C 2.53 0.33 4.16 -0.041
C 3.25 -0.02 5.24 -0.483
C 2.84 0.10 6.53 -0.608
C 1.55 0.56 6.74 -1.406
C 0.77 0.94 5.62 0.227
N 1.28 0.83 4.38 0.766
H 4.76 -3.83 -0.57 0.474
H 3.63 -3.11 1.59 0.634
H 3.03 0.74 -0.10 0.369
H 4.33 0.02 -2.07 0.471
H 3.88 0.60 2.42 0.699
H 4.20 -0.50 5.07 0.565
H 3.57 -0.23 7.32 0.418
H 1.28 0.74 7.75 0.530
H -0.23 1.34 5.61 0.589
C 1.07 2.85 1.68 -1.648
C 0.39 2.64 3.07 1.539
C 1.06 3.50 4.03 -1.755
C -1.17 2.96 3.21 -1.648
N 0.49 1.18 3.28 0.011
H 1.35 3.86 1.43 0.565
H 0.55 2.37 0.80 0.004
H 2.00 2.32 1.70 0.305
H 0.95 4.54 3.79 0.477
H 2.11 3.37 3.99 0.528
H 0.77 3.43 5.09 0.357
H -1.47 3.97 2.94 0.451
H -1.55 2.73 4.18 0.316
H -1.77 2.35 2.61 0.335
C 1.06 -1.94 -2.02 -0.543
O 1.77 -1.61 -3.23 -0.302
C 1.35 -0.66 -4.11 -0.306
O 2.07 -0.45 -5.08 -0.594
C 0.05 -0.01 -3.83 0.830
C -1.12 -0.65 -3.93 0.442
As -2.97 -0.17 -3.37 0.126
C -3.92 0.51 -4.97 -0.946
C -2.24 1.55 -2.62 -0.333
C -1.38 2.20 -3.44 0.126
As 0.49 1.82 -2.97 0.437
C 1.54 2.76 -4.36 -0.952
C -1.77 2.74 -4.78 -0.041
O -2.53 3.66 -4.89 -0.574
O -0.99 2.20 -5.69 0.067
C -1.18 2.49 -7.07 -0.849
C -1.82 1.35 -1.24 0.123
O -1.41 0.28 -0.82 0.391
O -1.94 2.35 -0.40 -0.127
C -2.59 3.65 -0.59 -0.674
C -1.15 -2.13 -4.21 -0.134
O -1.41 -2.91 -3.36 -0.556
O -0.98 -2.51 -5.48 -0.358
C -0.85 -1.63 -6.60 -0.405
H 1.07 -1.12 -1.36 0.077
H 1.71 -2.70 -1.55 0.255
H 0.08 -2.35 -2.26 0.661
H -4.18 -0.38 -5.48 0.493
H -3.29 1.16 -5.63 0.020
H -4.82 1.09 -4.68 0.426
H 0.94 2.75 -5.27 0.121
H 2.47 2.22 -4.59 0.372
H 1.83 3.76 -4.03 0.457
H -1.00 3.57 -7.33 0.285
H -2.24 2.33 -7.40 0.318
H -0.49 1.84 -7.58 0.295
H -2.39 4.12 0.34 0.218
H -3.67 3.49 -0.77 0.317
H -2.16 4.23 -1.41 0.296
H 0.18 -1.50 -6.88 0.264
H -1.32 -0.66 -6.41 0.055
H -1.39 -2.08 -7.39 0.406

12
Properties=species:S:1:pos:R:3:mulliken_charge:R:1 method="wB97M-V/def2-TZVPD" smiles="CCC=C(Cl)Cl" relative_energy_kcal_mol=11.43 homo_energy_ha=-0.339 homo_lumo_gap_ev=10.01 multiplicity=1
C 0.47 1.61 0.50 -1.203
C 0.24 0.47 -0.48 -0.174
C -0.54 -0.68 0.15 -0.503
C -0.53 -1.95 -0.27 0.425
Cl -1.31 -3.09 0.80 -0.191
Cl 0.39 -2.55 -1.55 -0.155
H -0.53 2.00 0.87 0.302
H 1.10 1.20 1.30 0.302
H 1.06 2.34 0.03 0.377
H -0.31 0.85 -1.37 0.263
H 1.26 0.17 -0.84 0.295
H -1.31 -0.37 0.86 0.262

36
Properties=species:S:1:pos:R:3:mulliken_charge:R:1 method="wB97M-V/def2-TZVPD" relative_energy_kcal_mol=39.46 homo_energy_ha=-0.210 homo_lumo_gap_ev=8.66 total_charge=-1 multiplicity=1
C -0.48 1.42 -2.06 0.442
O -1.79 1.57 -2.57 -0.633
C 0.49 0.83 -3.05 -0.885
C 1.64 -0.06 -2.48 -0.202
C 0.95 -1.30 -1.88 -0.282
S 2.07 -2.59 -1.19 -0.209
C 1.66 -2.53 0.61 -0.420
H -0.45 0.82 -1.04 -0.192
H -0.21 2.43 -1.77 0.239
H 0.87 1.55 -3.76 0.328
H -0.14 0.23 -3.75 0.321
H 2.22 -0.29 -3.40 0.318
H 2.13 0.56 -1.75 0.192
H 0.33 -1.90 -2.57 0.462
H 0.23 -0.99 -1.13 -0.149
H 2.35 -2.86 1.40 0.383
H 0.58 -2.95 0.63 0.237
H 1.46 -1.50 0.94 -0.114
H 0.30 2.24 3.48 0.370
H 0.76 1.14 4.09 0.301
O 0.15 1.83 4.38 -0.664
H -0.53 -1.14 2.83 0.347
H 0.87 -1.98 2.93 0.309
O 0.03 -1.79 3.35 -0.637
H -0.92 0.66 0.51 0.068
H 1.19 0.47 0.54 0.072
O 0.36 0.44 1.00 -0.959
H -0.29 2.15 1.45 0.542
H -0.97 3.46 2.09 0.287
O -0.15 3.03 1.84 -0.767
H -2.59 1.03 -2.20 0.324
H -2.11 1.52 0.28 0.291
O -1.95 0.58 0.19 -0.686
H -2.71 -1.26 0.40 0.359
H -2.32 -2.65 1.04 0.297
O -3.03 -2.16 0.63 -0.691

104
Properties=species:S:1:pos:R:3:mulliken_charge:R:1 method="wB97M-V/def2-TZVPD" relative_energy_kcal_mol=8.36 homo_energy_ha=-0.049 homo_lumo_gap_ev=5.06 total_charge=-2 multiplicity=1
Li 0.39 1.71 -0.25 0.842
C -4.03 1.98 -1.28 -1.000
Si -2.55 1.72 -2.40 0.144
C -3.38 1.17 -4.02 -1.132
C -1.71 3.36 -2.94 -1.184
N -1.47 0.56 -1.83 0.312
P -0.99 -0.93 -1.59 0.676
C -0.11 -1.26 -0.26 -0.379
P 1.35 -1.23 0.41 1.118
N 1.99 0.18 0.77 0.602
Si 3.08 0.82 1.84 -0.048
C 2.25 1.95 3.09 -0.679
C 3.87 -0.39 3.05 -1.182
C 4.35 1.85 0.89 -1.186
C 2.57 -2.15 -0.58 -0.780
C 3.90 -1.83 -0.71 -0.372
C 4.77 -2.68 -1.40 -0.604
C 4.30 -3.88 -1.98 -0.787
C 2.96 -4.23 -1.78 -0.706
C 2.14 -3.35 -1.08 -0.593
C 1.47 -2.40 1.83 -0.300
C 2.40 -3.45 1.93 -0.069
C 2.38 -4.37 2.98 -1.034
C 1.54 -4.11 4.04 -0.502
C 0.66 -3.02 4.02 -0.732
C 0.66 -2.17 2.93 0.446
C -2.45 -2.06 -1.66 0.775
C -3.09 -2.29 -2.89 -0.483
C -4.22 -3.08 -2.96 -0.906
C -4.66 -3.76 -1.83 -0.576
C -3.93 -3.65 -0.63 -0.721
C -2.84 -2.77 -0.54 -0.865
C -0.26 -1.62 -3.15 0.488
C -0.06 -3.01 -3.22 -0.615
C 0.21 -3.65 -4.41 -0.974
C 0.34 -2.87 -5.57 -0.622
C 0.18 -1.46 -5.51 -0.719
C -0.13 -0.87 -4.29 -0.169
H -4.71 2.77 -1.55 0.461
H -3.72 2.22 -0.27 0.017
H -4.59 1.05 -1.18 0.312
H -4.32 1.65 -4.26 0.498
H -3.57 0.08 -4.05 0.253
H -2.67 1.37 -4.86 0.224
H -2.25 3.83 -3.76 0.425
H -0.68 3.14 -3.20 0.269
H -1.67 4.09 -2.15 0.240
H 2.07 1.42 4.01 0.318
H 1.30 2.37 2.81 0.048
H 2.90 2.82 3.39 0.206
H 3.05 -0.94 3.53 0.234
H 4.54 0.09 3.78 0.471
H 4.46 -1.15 2.50 0.265
H 3.89 2.39 0.04 0.134
H 5.11 1.16 0.55 0.452
H 4.89 2.52 1.59 0.345
H 4.26 -0.91 -0.28 0.260
H 5.82 -2.42 -1.48 0.397
H 4.96 -4.48 -2.56 0.398
H 2.59 -5.19 -2.16 0.385
H 1.09 -3.60 -0.92 0.868
H 3.09 -3.62 1.13 0.299
H 3.17 -5.10 3.06 0.354
H 1.58 -4.68 4.99 0.279
H 0.07 -2.80 4.88 0.474
H 0.03 -1.29 3.00 0.180
H -2.77 -1.81 -3.82 0.590
H -4.79 -3.11 -3.87 0.428
H -5.55 -4.41 -1.93 0.294
H -4.26 -4.23 0.22 0.407
H -2.26 -2.68 0.37 0.696
H -0.16 -3.59 -2.31 0.626
H 0.27 -4.74 -4.48 0.417
H 0.51 -3.35 -6.53 0.319
H 0.17 -0.93 -6.43 0.447
H -0.43 0.18 -4.26 0.236
C 2.71 5.30 0.68 -1.629
C 1.44 4.51 0.30 0.533
O 1.58 3.52 -0.37 -0.637
C 0.15 4.90 0.87 0.129
C -0.02 6.07 1.62 -0.371
C -1.18 6.46 2.24 -1.159
C -2.29 5.64 2.10 -0.296
C -2.25 4.48 1.36 -0.464
C -0.97 4.00 0.83 0.654
O -0.96 2.86 0.33 0.321
H 3.43 4.90 -0.02 0.359
H 2.96 4.98 1.68 0.227
H 2.58 6.36 0.54 0.566
H 0.83 6.73 1.75 0.226
H -1.19 7.45 2.68 0.332
H -3.21 5.94 2.57 0.375
H -3.11 3.86 1.13 0.148
I -0.67 2.27 5.67 -0.040
C -1.68 1.05 4.23 -0.219
C -2.08 -0.22 4.57 -0.240
C -2.61 -1.03 3.56 -0.549
C -2.60 -0.59 2.24 -0.949
C -2.20 0.73 2.06 -0.352
N -1.76 1.55 3.02 0.003
H -2.02 -0.60 5.61 0.351
H -2.98 -2.07 3.76 0.270
H -2.97 -1.15 1.36 0.710
H -2.20 1.20 1.06 0.688